# 1
Density functional theory data (ωB97M-V with the def2-TZVPD basis set) for a single C3H3Br4P molecule in a non-equilibrium geometry.

SMILES: Br/C=C(/CBr)P(Br)Br
max |F|: 4.68 eV/Å
Kohn-Sham gap: 9.3 eV
charge: 0

Geometry as XYZ:
```
11
Properties=species:S:1:pos:R:3:nbo_charge:R:1
C -0.4229 1.9409 0.2435 -0.23
C -0.8610 0.6694 0.2780 -0.46
C 0.0423 -0.5304 0.1451 -0.46
P -2.6459 0.4052 0.4456 0.72
Br -1.6156 3.3876 0.2897 0.08
Br 1.9716 -0.2193 0.2526 0.01
Br -2.3818 -0.4009 2.4513 -0.20
Br -3.1532 -1.4492 -0.6231 -0.20
H 0.5973 2.3544 0.3035 0.25
H -0.1349 -0.9964 -0.9801 0.25
H -0.2682 -1.2733 0.7838 0.23
```

# 2
Density functional theory data (ωB97M-V with the def2-TZVPD basis set) for C3H3Br9 as an isolated structure in a non-equilibrium geometry.

max |F|: 1.79 eV/Å
Kohn-Sham gap: 9.3 eV
charge: 0

Geometry as XYZ:
```
15
Properties=species:S:1:pos:R:3:nbo_charge:R:1
C 0.0971 -0.0658 -1.2247 -0.46
Br 1.7327 0.3385 -2.2694 0.09
Br 0.4778 -0.1501 0.6964 0.09
Br -0.8288 -1.7267 -1.8185 0.08
H -0.6254 0.7316 -1.3981 0.22
C 3.0084 -2.7490 -0.5951 -0.44
Br 4.2330 -3.2984 0.9064 0.06
Br 1.5026 -4.0673 -0.7658 0.08
Br 4.1827 -2.7424 -2.1706 0.07
H 2.6887 -1.7091 -0.5276 0.22
C -3.2561 3.0698 2.0218 -0.43
Br -2.5210 4.8749 1.7376 0.10
Br -2.2958 1.8368 0.7516 0.04
Br -5.2019 2.9560 1.6104 0.06
H -3.1940 2.7012 3.0457 0.23
```

# 3
Density functional theory data (ωB97M-V with the def2-TZVPD basis set) for a 2-piece molecular cluster, C3H3BrClNO overall in a non-equilibrium geometry.

SMILES: [H]/N=C\Cl.O=C=CBr
max |F|: 1.31 eV/Å
Kohn-Sham gap: 9.0 eV
charge: 0

Geometry as XYZ:
```
10
Properties=species:S:1:pos:R:3:nbo_charge:R:1
C 1.5545 -0.7389 0.7744 0.69
C 1.0606 -1.4843 -0.1632 -0.64
C -1.2079 1.4138 -0.4127 0.12
N -1.5742 0.2824 -0.0715 -0.63
O 2.0105 -0.0961 1.6256 -0.43
Cl -1.3465 2.8896 0.4981 -0.04
Br 2.2441 -2.4797 -1.2778 0.08
H 0.0208 -1.5250 -0.4304 0.29
H -0.7305 1.5607 -1.3705 0.19
H -2.0315 0.1775 0.8279 0.36
```

# 4
Density functional theory data (ωB97M-V with the def2-TZVPD basis set) for a 2-piece molecular cluster, C3H3BrN2O2Si overall in a non-equilibrium geometry.

max |F|: 5.37 eV/Å
Kohn-Sham gap (spin up / spin down): 6.3 / 6.9 eV
multiplicity: 3
charge: 0

Geometry as XYZ:
```
12
Properties=species:S:1:pos:R:3:nbo_charge:R:1
C -1.6791 0.0055 1.8963 0.60
C -0.2771 1.6433 -2.1682 0.56
C 0.6516 -1.4092 -0.0251 -1.18
N -2.4626 -0.8703 1.7653 -0.23
N -0.9761 1.7721 -3.0576 -0.41
O -0.9089 0.9557 1.8047 -0.37
O 0.4147 1.4506 -1.1374 -0.84
Si 0.8620 0.5064 0.0659 1.33
Br 2.4790 1.5329 0.9437 -0.26
H -0.4170 -1.8667 0.0470 0.28
H 1.1677 -1.7569 -1.0127 0.25
H 1.1459 -1.9634 0.8780 0.27
```

# 5
Density functional theory data (ωB97M-V with the def2-TZVPD basis set) for a single C3H3BrN2S molecule in a non-equilibrium geometry.

SMILES: BrNc1nccs1
max |F|: 6.42 eV/Å
Kohn-Sham gap: 8.0 eV
charge: 0

Geometry as XYZ:
```
10
Properties=species:S:1:pos:R:3:nbo_charge:R:1
C -0.9736 -1.2576 0.0676 -0.06
C -1.7988 -0.1427 -0.0192 -0.41
C 0.5051 0.3630 -0.0764 0.25
N 0.3388 -0.8844 -0.0060 -0.48
N 1.6810 0.9670 -0.3456 -0.64
S -0.9587 1.4445 -0.1668 0.29
Br 3.3683 -0.0948 -0.1503 0.17
H -1.1290 -2.3526 0.2821 0.24
H -2.9126 0.0443 0.0260 0.24
H 1.8796 1.9133 0.3888 0.41
```

# 6
Density functional theory data (ωB97M-V with the def2-TZVPD basis set) for a single C3H3BrN4O molecule in a non-equilibrium geometry.

max |F|: 3.44 eV/Å
Kohn-Sham gap: 8.1 eV
charge: 0

Geometry as XYZ:
```
12
Properties=species:S:1:pos:R:3:nbo_charge:R:1
C -0.4561 -0.5027 1.5081 0.36
C 0.9389 0.7339 -1.5477 0.76
C -0.6410 -1.1528 2.6399 -0.45
N -0.3582 0.0742 0.4436 -0.40
N 0.5346 -0.4712 -0.7721 -0.04
N 0.6633 -1.6087 -1.0928 -0.05
N -0.0583 1.6323 -1.6946 -0.81
O 2.0266 0.9648 -1.9599 -0.53
Br -2.0771 -2.4268 2.8810 0.08
H 0.1149 -1.1010 3.3644 0.25
H -1.0135 1.3725 -1.6945 0.41
H 0.3259 2.4856 -2.0754 0.42
```

# 7
Density functional theory data (ωB97M-V with the def2-TZVPD basis set) for a single C3H3BrO2 molecule in a non-equilibrium geometry.

SMILES: O=CC(Br)C=O
max |F|: 3.30 eV/Å
Kohn-Sham gap: 10.2 eV
charge: 0

Geometry as XYZ:
```
9
Properties=species:S:1:pos:R:3:nbo_charge:R:1
C -0.2467 0.5318 -1.3116 0.42
C 0.6652 0.1027 1.1623 0.44
C -0.0883 -0.4830 -0.1695 -0.45
O 0.5709 1.4040 -1.3387 -0.46
O 1.7043 -0.1118 1.7242 -0.48
Br -1.8364 -0.8709 0.6136 0.01
H -1.0305 0.1380 -1.9644 0.14
H 0.0329 0.8500 1.7077 0.12
H 0.2286 -1.5606 -0.4236 0.27
```

# 8
Density functional theory data (ωB97M-V with the def2-TZVPD basis set) for a 2-piece molecular cluster, C3H3BrOS overall in a non-equilibrium geometry.

SMILES: C=C=O.S=CBr
max |F|: 3.77 eV/Å
Kohn-Sham gap: 8.5 eV
charge: 0

Geometry as XYZ:
```
9
Properties=species:S:1:pos:R:3:nbo_charge:R:1
C -1.1589 0.2105 -0.7352 0.72
C 2.1015 0.1046 0.6964 -0.42
C -2.0931 -0.4936 -0.2677 -0.80
O -0.3058 0.7629 -1.2294 -0.46
S 2.0377 -1.3298 -0.0731 0.11
Br 2.1466 1.7568 -0.2273 0.11
H 2.2132 0.2289 1.7446 0.20
H -3.1194 -0.5936 -0.6759 0.28
H -1.8219 -0.6467 0.7675 0.26
```